CH5OS | ωB97M-V/def2-TZVPD

Cartesian coordinates (Å):
S 0.251 0.331 -0.642
O -1.357 0.760 2.395
C 0.904 -1.269 -1.412
H -0.422 1.171 2.021
H 1.704 -1.011 -1.954
H 1.214 -1.893 -0.571
H -1.241 -0.171 2.045
H 0.164 -1.858 -1.950

Charge: -1
HOMO-LUMO gap, eV: 6.8

Atomic partial charges in e from the Löwdin method, atoms 1 to 2: -0.020, -0.243

=====

C5H9NO | ωB97M-V/def2-TZVPD

Cartesian coordinates (Å):
O -0.004 1.844 -0.795
N -2.297 -1.572 1.433
C 1.234 0.614 0.874
C -0.129 0.898 0.258
C 0.159 -1.339 -1.029
C -1.632 -1.042 0.647
C -0.806 -0.353 -0.358
H -0.398 -2.114 -1.562
H -0.162 2.718 -0.423
H 1.944 0.318 0.095
H 1.623 1.517 1.352
H 1.177 -0.181 1.625
H -1.495 0.044 -1.112
H 0.799 -1.831 -0.290
H 0.794 -0.810 -1.746
H -0.807 1.289 1.029

HOMO-LUMO gap, eV: 11.5

Atomic partial charges in e from the Löwdin method, atoms 1 to 2: -0.032, 0.151

=====

C33H71N5O27S5 | ωB97M-V/def2-TZVPD

Cartesian coordinates (Å):
S 1.051 5.727 -1.900
S -4.213 -3.425 2.797
S 0.893 -0.065 5.022
S 3.303 -3.910 1.958
S -2.743 1.119 -3.987
O -2.205 -0.228 -3.290
O -6.629 -2.807 -2.446
O -1.372 1.359 -4.818
O -4.522 5.611 0.210
O 0.400 -0.847 6.348
O 0.928 -0.276 -0.735
O -5.171 -4.123 3.574
O -2.974 2.129 -3.006
O 2.076 6.600 -1.038
O 0.097 6.657 -2.417
O 3.345 -5.241 1.437
O 2.152 5.289 -2.996
O 4.414 -3.024 1.190
O 0.399 -0.766 3.871
O 0.539 4.518 -1.337
O -3.430 -2.366 3.720
O 2.087 -3.185 2.085
O -4.812 2.673 4.025
O 0.702 1.335 5.130
O 5.023 2.417 0.227
O -4.555 -2.810 1.545
O 2.263 1.675 -5.367
O -3.760 0.814 -4.943
O -1.000 -4.097 -2.293
O 2.444 -0.513 5.241
O -2.928 -4.372 2.545
O 4.046 -3.895 3.394
N 3.959 0.279 -4.780
N -2.487 6.530 -0.061
N -4.455 -2.237 -2.163
N -4.173 0.626 3.320
N 5.181 0.243 -0.327
C -1.017 -3.781 -0.934
C 5.530 -2.675 2.038
C 7.222 1.518 0.060
C 0.271 0.928 -1.120
C -2.647 4.131 0.105
C 3.254 6.989 -1.744
C 2.556 -1.787 5.897
C 5.722 1.437 -0.017
C 1.162 -2.043 6.515
C -1.024 0.877 -0.334
C -3.311 5.481 0.106
C 3.314 2.149 -3.318
C -1.760 -3.945 3.272
C -3.981 -3.274 -3.117
C 0.605 -0.649 0.589
C -4.352 1.569 4.274
C -0.847 -0.170 0.781
C -0.451 0.283 -4.781
C -4.100 1.153 5.700
C -1.997 -2.472 3.624
C -0.270 -5.301 -2.511
C -0.752 -5.065 -0.137
C 5.443 -3.558 3.266
C -0.496 -6.119 -1.235
C -3.004 7.881 0.018
C -1.197 -0.857 -4.042
C 3.219 6.245 -3.100
C -6.126 -0.886 -1.092
C -5.778 -2.064 -1.984
C 3.816 -0.503 -5.984
C 3.127 1.319 -4.578
C 3.778 -0.151 -0.380
C -4.305 0.916 1.909
H -3.761 -1.546 -1.946
H -4.000 0.071 5.817
H 7.707 2.280 -0.541
H 3.389 -1.717 6.590
H -2.209 8.616 0.133
H -3.278 3.271 0.308
H 0.905 1.796 -0.887
H -0.928 -3.995 2.573
H -3.838 -0.277 3.606
H 3.958 1.623 -2.605
H 4.171 -1.527 -5.845
H -7.188 -0.667 -1.158
H -1.855 0.577 -0.969
H 2.765 -0.662 -6.226
H 3.248 8.073 -1.820
H 5.512 -1.596 2.180
H 3.190 0.733 -0.151
H 2.340 2.231 -2.839
H -1.551 -2.215 4.581
H 0.635 -1.719 0.784
H 3.503 -0.586 -1.336
H -5.988 -1.227 -0.060
H -3.362 1.179 1.429
H 6.070 -4.443 3.261
H -0.165 0.003 -5.792
H 0.163 1.072 -2.197
H 0.474 0.514 -4.256
H 3.639 -0.905 0.392
H -3.353 -2.661 -3.779
H 3.719 3.135 -3.513
H 7.489 1.617 1.112
H -1.285 1.818 0.145
H 4.606 0.001 -4.068
H 5.851 -0.397 -0.730
H -1.559 -0.999 0.820
H 7.650 0.568 -0.283
H 4.090 6.633 -1.146
H 2.745 -2.491 5.089
H -1.531 6.454 -0.354
H 0.339 -6.812 -1.119
H 0.042 -5.098 0.617
H -1.039 0.290 1.757
H -4.751 -3.675 -3.759
H -5.477 -0.026 -1.246
H 1.359 -0.189 1.239
H -2.339 4.004 -0.940
H -1.575 -5.397 0.502
H -0.558 -5.858 -3.399
H 6.440 -2.895 1.478
H -1.725 -4.610 4.131
H -3.210 1.623 6.120
H 4.126 5.648 -3.194
H 3.035 6.761 -4.041
H -1.731 -1.694 2.911
H -1.990 -3.409 -0.598
H -5.042 1.694 1.730
H -4.938 1.505 6.298
H -1.795 4.070 0.784
H -3.624 7.971 0.911
H 5.538 -2.926 4.150
H 1.150 -2.180 7.593
H -1.398 -6.724 -1.345
H 4.316 -0.103 -6.865
H -0.268 -3.033 -0.658
H -3.255 -3.886 -2.594
H 0.668 -2.872 6.009
H -1.665 -1.487 -4.805
H -4.704 0.030 1.410
H -0.545 -1.470 -3.425
H 0.793 -5.058 -2.628
H -3.623 8.182 -0.828

HOMO-LUMO gap, eV: 8.1

Atomic partial charges in e from the Löwdin method, atoms 1 to 2: 0.621, 0.631

=====

C5H9NO | ωB97M-V/def2-TZVPD

Cartesian coordinates (Å):
O 2.636 1.810 0.564
N -1.846 -1.453 -0.588
C -2.288 -2.264 0.243
C 0.286 1.464 -0.094
C -0.463 -0.962 -0.530
C -0.147 0.103 0.511
C 1.862 1.412 -0.235
H 0.196 2.107 0.705
H -3.280 -2.624 0.173
H -0.192 -0.523 -1.557
H 2.159 0.969 -1.134
H -1.173 0.267 1.160
H 0.567 -0.166 1.216
H 0.135 -1.762 -0.503
H -1.829 -2.748 1.211
H -0.257 1.655 -1.033

Charge: +1
HOMO-LUMO gap (alpha / beta), eV: 7.7 / 3.8
Spin multiplicity: 2

Atomic partial charges in e from the Löwdin method, atoms 1 to 2: 0.119, 0.232

=====

C30H81ClN7O12 | ωB97M-V/def2-TZVPD

Cartesian coordinates (Å):
Cl 22.551 -25.436 -17.675
O 23.596 -26.001 -18.506
O 21.356 -25.418 -18.459
O 26.095 -27.874 -15.966
O 20.894 -20.829 -14.741
O 22.961 -24.155 -17.172
O 22.831 -29.823 -15.438
O 17.361 -24.894 -17.417
O 27.401 -20.338 -17.685
O 19.722 -26.227 -22.949
O 24.819 -24.299 -23.472
O 24.222 -28.952 -20.838
O 22.381 -26.351 -16.564
N 25.222 -31.421 -16.023
N 18.005 -22.120 -16.300
N 26.184 -27.721 -18.708
N 22.240 -23.183 -21.129
N 23.514 -28.914 -18.019
N 16.970 -23.913 -23.579
N 23.867 -21.038 -17.299
C 19.457 -22.374 -16.172
C 17.152 -23.167 -15.746
C 20.632 -26.458 -21.909
C 20.229 -21.043 -15.975
C 26.970 -26.756 -17.927
C 22.995 -23.265 -22.396
C 22.874 -28.884 -20.463
C 21.515 -19.595 -14.673
C 27.330 -25.378 -18.501
C 23.836 -31.897 -16.205
C 17.969 -26.126 -17.825
C 21.698 -29.226 -14.859
C 25.994 -25.090 -23.611
C 22.890 -31.218 -15.240
C 24.378 -23.821 -22.203
C 24.559 -28.096 -21.926
C 23.070 -21.872 -23.042
C 28.234 -19.213 -17.711
C 21.251 -29.510 -18.668
C 26.445 -26.624 -16.484
C 17.509 -24.592 -16.058
C 18.961 -24.309 -24.997
C 26.012 -19.970 -17.653
C 18.062 -24.857 -23.899
C 23.861 -33.442 -15.912
C 22.748 -29.556 -19.113
C 18.738 -25.282 -22.619
C 25.182 -21.214 -17.872
C 25.637 -27.809 -14.626
C 25.334 -21.940 -19.190
H 17.987 -25.691 -21.933
H 22.862 -33.853 -16.087
H 26.728 -27.900 -19.555
H 24.547 -33.830 -16.661
H 20.833 -18.732 -14.611
H 22.185 -29.294 -21.215
H 26.354 -22.228 -19.430
H 25.679 -21.887 -17.156
H 27.909 -27.292 -17.728
H 22.766 -22.669 -20.429
H 24.159 -33.610 -14.878
H 22.261 -19.353 -15.436
H 21.843 -28.147 -14.865
H 25.444 -27.126 -19.090
H 20.252 -27.221 -21.212
H 16.742 -25.108 -15.456
H 24.772 -27.107 -21.503
H 22.976 -29.183 -17.188
H 25.773 -19.365 -16.780
H 24.796 -21.361 -19.956
H 24.706 -22.835 -19.238
H 27.308 -26.197 -15.950
H 25.532 -26.016 -16.408
H 28.095 -18.459 -16.929
H 18.500 -24.891 -15.704
H 23.646 -27.939 -22.509
H 23.344 -27.910 -18.102
H 25.121 -23.108 -21.829
H 27.971 -25.506 -19.378
H 20.560 -29.383 -19.521
H 16.476 -23.606 -24.403
H 23.119 -20.656 -17.864
H 23.514 -21.911 -16.933
H 17.052 -22.979 -14.674
H 17.583 -25.744 -24.329
H 17.483 -26.892 -17.211
H 29.256 -19.554 -17.520
H 19.562 -23.487 -24.597
H 21.598 -26.903 -22.149
H 19.656 -22.979 -15.287
H 22.177 -24.129 -20.760
H 27.962 -24.773 -17.847
H 25.919 -32.057 -16.395
H 19.172 -24.407 -22.114
H 17.388 -23.132 -23.087
H 19.790 -22.940 -17.043
H 21.589 -29.463 -13.790
H 26.570 -24.546 -24.362
H 20.921 -28.635 -18.103
H 26.597 -25.128 -22.702
H 18.319 -23.904 -25.779
H 25.351 -31.570 -15.021
H 22.195 -21.468 -23.553
H 23.495 -31.861 -17.240
H 25.888 -19.321 -18.538
H 19.532 -20.212 -16.130
H 25.725 -26.073 -23.994
H 26.482 -27.638 -13.952
H 24.314 -24.675 -21.517
H 23.276 -21.131 -22.265
H 20.834 -25.600 -21.263
H 25.133 -28.757 -14.450
H 22.432 -23.988 -22.990
H 21.935 -31.751 -15.185
H 20.769 -29.551 -15.337
H 23.879 -21.903 -23.775
H 20.936 -20.914 -16.804
H 22.987 -30.623 -19.095
H 22.479 -27.867 -20.311
H 20.959 -30.440 -18.177
H 28.237 -18.772 -18.713
H 23.327 -31.328 -14.233
H 24.918 -26.984 -14.570
H 25.375 -28.470 -22.538
H 17.850 -26.214 -18.897
H 17.832 -21.884 -17.265
H 26.397 -24.872 -18.756
H 22.007 -19.498 -13.701
H 19.608 -25.090 -25.395
H 19.011 -26.113 -17.495
H 16.156 -22.948 -16.144

Charge: -1
HOMO-LUMO gap, eV: 7.6

Atomic partial charges in e from the Löwdin method, atoms 1 to 2: 0.632, -0.391

=====

C8H9NO2 | ωB97M-V/def2-TZVPD

Cartesian coordinates (Å):
O -3.754 0.315 -0.244
O -2.277 1.807 -0.940
N -2.188 -2.926 -0.790
C -1.939 -1.809 -0.623
C -0.225 -0.145 -0.173
C -2.622 0.544 -0.553
C -1.512 -0.424 -0.469
C 0.781 -1.230 0.074
C 0.371 1.162 0.205
C 2.127 -0.477 0.337
C 1.644 0.802 0.970
H 1.420 0.615 2.032
H 2.826 -1.078 0.933
H 0.743 -1.935 -0.765
H -0.287 1.858 0.757
H -1.375 1.775 -1.294
H 2.640 -0.344 -0.626
H 0.714 1.649 -0.742
H 0.546 -1.797 1.000
H 2.367 1.638 0.910

HOMO-LUMO gap, eV: 10.0

Atomic partial charges in e from the Löwdin method, atoms 1 to 2: 0.147, 0.108

=====

C62H53FNO7P2SW | ωB97M-V/def2-TZVPD

Cartesian coordinates (Å):
W -0.025 0.448 -0.007
S -0.140 -1.897 -0.748
P -2.634 0.116 -0.306
P 0.926 -0.657 2.068
F -1.877 6.986 -0.471
O -0.979 1.163 2.232
O 1.381 0.255 -2.020
O -0.035 2.447 0.372
O -0.444 -1.479 -2.158
O -0.563 1.691 -1.993
O 1.972 0.673 0.215
O 3.865 1.179 1.441
N 2.860 5.105 1.518
C 3.088 3.806 1.567
C 2.127 -2.807 0.515
C 1.661 5.597 1.020
C 1.695 1.546 3.752
C -4.764 -1.533 -0.330
C -3.377 -1.546 -0.295
C 3.560 6.194 3.612
C 3.878 7.339 1.357
C 3.903 -4.172 1.589
C -4.613 1.586 -4.221
C -4.125 0.346 2.077
C -1.306 -3.125 -0.328
C 4.882 -5.246 1.177
C -2.707 -2.800 -0.268
C -1.769 -2.308 5.400
C -0.858 -4.430 -0.207
C 2.544 1.997 4.673
C 4.632 -5.449 -0.343
C 1.399 -2.702 -0.707
C -4.695 1.069 3.123
C -4.638 2.453 3.129
C -0.139 -1.213 3.422
C 3.505 -4.502 -0.683
C -3.391 0.799 -1.836
C -1.270 -1.957 3.076
C -4.943 -3.895 -0.198
C 1.747 -3.397 -1.846
C -3.489 1.007 1.034
C 3.142 -3.775 0.473
C 3.956 1.587 4.720
C 0.246 7.424 0.416
C -5.014 2.140 -3.018
C -0.550 5.164 0.097
C 0.674 4.685 0.604
C 1.443 6.995 0.924
C 3.669 0.342 2.614
C -4.004 3.124 2.086
C -0.734 6.507 0.015
C -5.567 -2.682 -0.286
C 2.839 -4.285 -1.861
C 2.660 -2.582 2.851
C 0.931 3.283 0.705
C -0.655 -1.559 5.750
C 2.162 2.859 1.155
C -3.536 -3.936 -0.196
C -3.076 -5.271 -0.135
C 4.476 0.802 3.782
C -5.500 -5.295 -0.112
C 1.936 -2.139 1.758
C 3.869 6.034 2.132
C -3.011 0.223 -3.052
C -3.425 2.404 1.053
C -4.252 -6.214 -0.135
C -1.733 -5.522 -0.106
C 2.142 0.659 2.632
C -2.078 -2.507 4.060
C -4.410 1.747 -1.825
C 0.161 -1.011 4.769
C -3.616 0.615 -4.232
C 3.635 -3.598 2.800
C 2.500 7.981 1.358
C 2.488 1.407 1.266
H 4.704 -6.161 1.742
H -4.217 -6.899 0.712
H 4.199 7.149 0.330
H 4.615 8.002 1.808
H 5.908 -4.945 1.388
H 4.050 3.492 1.950
H -3.977 4.207 2.073
H 2.253 8.358 2.353
H -1.506 0.665 2.876
H -1.320 2.069 2.192
H -1.334 -6.525 -0.041
H -5.082 1.895 -5.145
H -4.178 -0.735 2.090
H -4.227 -6.831 -1.035
H -5.092 3.011 3.938
H 4.833 5.542 2.015
H 1.162 -0.506 -2.584
H -5.809 2.874 -2.993
H -0.003 1.545 -2.765
H 4.166 -3.879 3.701
H -2.395 -2.739 6.171
H -2.251 -0.546 -3.075
H 3.626 5.233 4.126
H 4.559 1.910 5.559
H 0.202 -4.636 -0.214
H 2.481 8.842 0.691
H -2.918 2.932 0.254
H -2.944 -3.095 3.783
H -3.315 0.156 -5.165
H -5.194 0.544 3.926
H 1.029 -0.436 5.063
H -4.769 2.182 -0.904
H 2.491 -2.108 3.814
H -1.323 4.482 -0.221
H 4.282 6.871 4.066
H 2.319 0.233 -1.782
H 3.092 -4.814 -2.771
H 4.356 -6.478 -0.577
H 3.926 -0.683 2.365
H -6.182 -5.500 -0.936
H 2.559 6.596 3.774
H 5.516 -5.224 -0.939
H -5.270 -0.576 -0.390
H 2.179 2.662 5.447
H 5.504 0.463 3.835
H -6.077 -5.420 0.806
H -0.416 -1.400 6.794
H -6.645 -2.588 -0.313
H 0.044 8.484 0.312
H -0.968 2.563 -2.059
H -1.521 -2.122 2.035
H 0.658 1.849 3.776
H 1.137 -3.281 -2.734

Charge: +3
HOMO-LUMO gap (alpha / beta), eV: 6.9 / 6.7
Spin multiplicity: 3

Atomic partial charges in e from the Löwdin method, atoms 1 to 2: 1.491, 0.848

=====

C6H12ClN | ωB97M-V/def2-TZVPD

Cartesian coordinates (Å):
Cl 3.285 -0.561 -0.171
N -1.512 -1.148 -1.029
C -0.688 -0.326 -0.088
C 1.258 1.339 -0.346
C -0.048 0.853 -1.005
C 1.658 0.134 0.560
C -1.635 0.248 0.979
C 0.588 -1.030 0.474
H 1.039 2.146 0.353
H -1.147 0.765 1.856
H -2.104 -1.818 -0.477
H 0.792 -1.784 -0.274
H -0.772 1.622 -1.115
H -2.174 1.007 0.285
H 2.070 1.494 -1.011
H 1.818 0.372 1.594
H 0.566 -1.521 1.518
H -2.250 -0.523 1.395
H -0.884 -1.775 -1.501
H 0.138 0.507 -1.997

HOMO-LUMO gap, eV: 10.5

Atomic partial charges in e from the Löwdin method, atoms 1 to 2: 0.476, 0.047

=====

| no. | E (eV) | molar mass (g/mol) |
| --- | --- | --- |
| 1 | -14001.0261 | 65.117 |
| 2 | -8868.1834 | 99.133 |
| 3 | -152276.8238 | 1130.274 |
| 4 | -8856.3558 | 99.133 |
| 5 | -79934.8543 | 767.468 |
| 6 | -14026.5561 | 151.165 |
| 7 | -114912.0374 | 1220.959 |
| 8 | -20428.6771 | 133.622 |